(1)
DFT (ωB97M-V/def2-TZVPD) results for an isolated molecule of C5H11NO3.

```
20
Properties=species:S:1:pos:R:3
C 1.961 -1.099 -0.401
C 0.736 0.620 1.089
N 0.758 -0.217 2.189
O 0.825 -0.234 -0.196
O 1.150 1.736 1.015
H 0.810 0.316 3.047
H 0.001 -0.885 2.208
H 2.856 -0.485 -0.330
H 1.852 -1.502 -1.405
H 1.976 -1.893 0.346
C -1.712 1.612 -0.004
C -0.641 -0.746 -0.645
C -0.883 -0.634 -1.958
O -1.151 0.444 0.547
H -0.884 -1.634 -0.079
H -2.524 1.960 0.640
H -2.116 1.398 -1.002
H -0.956 2.403 -0.091
H -0.561 0.222 -2.533
H -1.497 -1.383 -2.436
```

Summary:
2S+1: 1
Relative energy (zero: lowest compared OMol25 entry of this formula, charge and spin) (kcal per mole): 118.9
Gap between HOMO and LUMO (Eh): 0.3206

Quick look at the natural (NBO) charges, all values in e: -0.257, 0.956, -0.865, -0.472, -0.597, 0.401, 0.396, 0.213, 0.224, 0.192, -0.267, 0.262, -0.709, -0.657, 0.186, 0.179, 0.186, 0.183, 0.218, 0.225


(2)
DFT (ωB97M-V/def2-TZVPD) results for a structure of composition C4H6OTl at a distorted geometry.

```
12
Properties=species:S:1:pos:R:3
C 1.639 -0.650 0.114
C 0.562 -0.364 1.081
C -0.661 0.162 0.749
C -1.007 0.367 -0.638
O -2.177 0.506 -1.018
Tl -3.127 1.226 -2.540
H 1.852 -1.730 0.109
H 2.553 -0.112 0.404
H 0.879 -0.243 2.121
H -1.502 0.025 1.432
H -0.245 1.195 -0.875
H 1.233 -0.383 -0.941
```

Summary:
2S+1: 2
Relative energy (zero: lowest compared OMol25 entry of this formula, charge and spin) (kcal per mole): 30.3
Charge: +2
Gap between HOMO and LUMO (alpha / beta) (Eh): 0.3261 / 0.1942
<S²>: 0.76

Quick look at the Löwdin charges, all values in e: -0.012, 0.016, 0.012, -0.174, -0.231, 1.492, 0.134, 0.125, 0.159, 0.155, 0.209, 0.117


(3)
DFT (ωB97M-V/def2-TZVPD) results for a cluster of 2 separate species, C4H8N2O in total at a distorted geometry.

```
15
Properties=species:S:1:pos:R:3
C -2.101 -0.681 1.316
C -0.794 -0.726 0.601
C 0.225 0.172 0.613
N 1.131 -0.083 -0.384
C 0.642 -1.092 -1.041
N -0.521 -1.538 -0.473
H -2.906 -1.032 0.671
H -2.159 -1.272 2.225
H -2.317 0.348 1.568
H 0.376 0.901 1.381
H 1.037 -1.652 -1.861
H -1.190 -2.155 -0.897
O 1.421 3.153 -0.584
H 1.047 2.928 -1.443
H 1.405 2.340 -0.068
```

Summary:
2S+1: 1
Relative energy (zero: lowest compared OMol25 entry of this formula, charge and spin) (kcal per mole): 22.9
SMILES: Cc1cnc[nH]1.O
Gap between HOMO and LUMO (Eh): 0.3525

Quick look at the natural (NBO) charges, all values in e: -0.640, 0.101, -0.119, -0.467, 0.165, -0.520, 0.215, 0.224, 0.234, 0.203, 0.194, 0.412, -0.947, 0.469, 0.478


(4)
DFT (ωB97M-V/def2-TZVPD) results for a structure of composition C22H49MnN7O10 at a distorted geometry.

```
89
Properties=species:S:1:pos:R:3
Mn 2.066 2.340 0.476
C 0.557 0.239 0.679
O -0.122 -0.800 0.748
O 1.164 0.894 1.615
O 0.810 0.910 -0.402
C -2.881 2.314 -0.120
O -3.224 3.494 -0.105
N -3.650 1.320 0.343
C -3.365 -0.090 0.151
C -4.958 1.631 0.870
H -1.998 1.969 -0.674
H -2.332 -0.243 -0.146
H -4.102 -0.479 -0.555
H -3.522 -0.605 1.098
H -4.961 2.654 1.234
H -5.751 1.469 0.134
H -5.186 0.973 1.712
C 4.764 0.579 -0.352
O 3.849 1.377 -0.207
N 4.638 -0.644 -0.867
C 5.784 -1.529 -0.947
C 3.410 -1.175 -1.439
H 5.776 0.748 0.037
H 5.901 -1.939 -1.954
H 5.740 -2.371 -0.259
H 6.696 -0.940 -0.839
H 2.627 -0.427 -1.302
H 3.537 -1.320 -2.514
H 3.140 -2.130 -0.990
C -0.120 -2.407 3.929
O 0.691 -2.889 4.707
N -1.441 -2.577 3.898
C -2.155 -3.370 4.876
C -2.338 -1.844 3.018
H 0.166 -1.651 3.173
H -1.446 -4.023 5.388
H -2.869 -4.051 4.409
H -2.684 -2.767 5.615
H -2.898 -1.031 3.490
H -1.810 -1.331 2.213
H -3.094 -2.485 2.561
C -1.280 0.220 -2.810
O -2.452 0.534 -2.882
N -0.520 0.077 -3.942
C 0.742 -0.593 -3.772
C -0.827 0.524 -5.272
H -0.733 -0.040 -1.891
H 0.961 -1.420 -4.453
H 0.920 -1.072 -2.807
H 1.611 0.076 -3.762
H -1.766 1.083 -5.228
H -0.170 1.298 -5.678
H -0.991 -0.300 -5.964
C -0.901 0.950 4.769
O -2.031 1.028 5.222
N 0.112 1.705 5.235
C 1.450 1.727 4.678
C -0.089 2.750 6.240
H -0.562 0.261 3.980
H 1.759 0.873 4.080
H 2.196 1.747 5.479
H 1.536 2.670 4.129
H 0.279 3.696 5.837
H -1.107 2.877 6.589
H 0.569 2.469 7.065
C -2.285 -3.228 -0.472
O -3.429 -3.538 -0.210
N -1.405 -3.946 -1.203
C -1.786 -5.207 -1.802
C -0.116 -3.440 -1.603
H -1.822 -2.271 -0.183
H -2.709 -5.608 -1.383
H -1.114 -6.013 -1.483
H -1.827 -5.219 -2.891
H -0.086 -2.420 -1.204
H 0.700 -3.992 -1.129
H 0.051 -3.393 -2.680
C 2.546 4.344 -2.102
O 2.525 3.651 -1.092
N 2.101 3.899 -3.289
C 2.008 4.835 -4.398
C 1.276 2.708 -3.498
H 2.968 5.350 -2.195
H 2.860 5.522 -4.436
H 1.231 5.553 -4.111
H 1.890 4.416 -5.389
H 1.674 2.276 -4.418
H 1.425 1.919 -2.762
H 0.204 2.869 -3.606
```

Summary:
2S+1: 6
Relative energy (zero: lowest compared OMol25 entry of this formula, charge and spin) (kcal per mole): 0.0
Gap between HOMO and LUMO (alpha / beta) (Eh): 0.2840 / 0.2706
<S²>: 8.76

Quick look at the Löwdin charges, all values in e: 1.089, -0.869, -0.017, -0.168, -0.200, -0.336, -0.027, -0.173, -0.052, -0.046, 0.118, 0.053, 0.102, 0.069, 0.084, 0.095, 0.087, -0.266, -0.057, -0.158, -0.047, -0.012, 0.149, 0.093, 0.100, 0.088, 0.068, 0.096, 0.106, -0.364, -0.010, -0.162, -0.049, -0.077, 0.114, 0.083, 0.086, 0.094, 0.087, 0.051, 0.085, -0.307, 0.030, -0.174, -0.099, -0.060, 0.106, 0.095, 0.053, 0.061, 0.091, 0.075, 0.093, -0.322, 0.000, -0.184, -0.076, -0.040, 0.115, 0.077, 0.085, 0.078, 0.083, 0.083, 0.088, -0.333, 0.019, -0.177, -0.059, -0.067, 0.100, 0.084, 0.086, 0.087, 0.058, 0.091, 0.082, -0.252, -0.062, -0.150, -0.049, -0.028, 0.153, 0.089, 0.103, 0.095, 0.087, 0.069, 0.113